# 1
This record from OMol25 describes 14 unconnected molecules or ions with the total composition C28H84O14 at a distorted geometry. The level of theory is the ωB97M-V functional and the def2-TZVPD basis.

Each line ends with the Mulliken charge.
Element x y z (Å)
C 2.77929 0.25811 -5.11332  -1.506
C 2.49994 0.89135 -3.77264  0.840
O 1.07892 1.07610 -3.63672  -0.270
H 2.52391 0.92903 -5.93697  0.397
H 2.24761 -0.68591 -5.22670  0.142
H 3.83858 0.02104 -5.24036  0.423
H 3.04077 1.82432 -3.61818  0.365
H 2.77421 0.14202 -3.01941  -0.467
H 0.94231 1.81971 -3.03521  0.104
C 5.77350 -2.96047 -0.26302  -1.326
C 4.33585 -2.67274 0.09485  0.122
O 3.81322 -1.65831 -0.75466  -0.556
H 6.17885 -3.68530 0.44201  0.406
H 6.36187 -2.04437 -0.20565  0.199
H 5.83310 -3.37205 -1.27106  0.313
H 4.26752 -2.29156 1.12446  0.250
H 3.73959 -3.59124 0.08992  0.259
H 2.91298 -1.40760 -0.49789  -0.005
C -2.94146 -2.81645 -1.80246  -0.770
C -3.71073 -3.27554 -0.58386  0.307
O -2.86572 -4.11925 0.18569  -0.541
H -2.01144 -2.28677 -1.61829  -0.155
H -3.59011 -2.18160 -2.41469  0.365
H -2.72550 -3.69396 -2.41759  0.371
H -4.60805 -3.81582 -0.90846  0.366
H -4.07611 -2.39773 -0.03146  -0.230
H -3.25302 -4.23188 1.06248  0.255
C 1.73127 5.41776 -0.75356  -0.973
C 1.89219 4.40060 -1.87337  -0.548
O 1.24358 3.17472 -1.53379  0.002
H 1.86289 4.96542 0.22923  0.038
H 0.74317 5.89213 -0.76573  0.309
H 2.42985 6.25247 -0.84740  0.395
H 2.95213 4.19450 -2.00822  0.281
H 1.51376 4.79781 -2.81967  0.561
H 0.29548 3.36227 -1.44883  0.109
C 0.95385 -3.72308 -4.23146  -1.486
C 1.50917 -2.75542 -3.19137  1.010
O 2.93107 -2.85194 -3.22404  -0.608
H 1.65821 -4.53653 -4.38706  0.423
H 0.83088 -3.21057 -5.19159  0.317
H -0.03990 -4.08790 -3.97314  0.280
H 1.17176 -3.09735 -2.20378  0.131
H 1.18988 -1.72921 -3.39038  -0.356
H 3.28365 -2.25646 -2.54758  0.246
C -5.30045 0.32909 2.11003  -0.487
C -5.00523 1.37641 1.04962  -0.432
O -3.62356 1.52976 0.80171  -0.169
H -6.36188 0.31149 2.36714  0.467
H -4.75421 0.54693 3.03037  0.068
H -5.03900 -0.66538 1.74531  -0.196
H -5.45733 2.33058 1.35238  0.320
H -5.46727 1.09616 0.10261  0.323
H -3.17332 1.77903 1.62599  -0.051
C -0.44955 0.00518 0.63183  0.447
C 0.10471 -0.55766 -0.66392  -0.882
O 1.47621 -0.25945 -0.84488  2.273
H -0.30264 -0.63557 1.49471  -0.442
H -1.52425 0.19252 0.53698  0.357
H -0.03568 1.00124 0.81415  -0.464
H -0.46488 -0.19274 -1.52873  0.062
H -0.03089 -1.63923 -0.74068  0.269
H 1.60826 0.63859 -1.16708  -1.033
C 2.03707 1.32619 3.28795  -0.689
C 1.86016 2.82876 3.17026  -0.349
O 0.46541 3.15901 2.95621  -0.453
H 1.84481 0.82231 2.33880  -0.247
H 1.36020 0.92082 4.04011  0.321
H 3.07102 1.10305 3.55250  0.543
H 2.42179 3.23330 2.32752  0.171
H 2.18960 3.26873 4.11423  0.425
H 0.37368 4.07182 3.24630  0.173
C -2.98044 -1.01972 -5.73091  -1.422
C -2.02608 -0.42067 -4.73008  0.731
O -0.96265 0.22720 -5.41899  -0.602
H -2.43138 -1.64990 -6.43406  0.345
H -3.48841 -0.26100 -6.32962  0.341
H -3.76026 -1.61604 -5.25422  0.353
H -1.58198 -1.18732 -4.08466  -0.194
H -2.57120 0.29788 -4.10263  0.111
H -0.23915 0.34683 -4.78752  0.359
C 5.86163 1.43316 0.30536  -1.366
C 4.56325 1.54020 -0.43508  1.140
O 3.92955 2.79861 -0.14862  -0.589
H 5.71545 1.36972 1.38491  0.275
H 6.56197 2.24188 0.09522  0.388
H 6.37932 0.51571 0.00734  0.282
H 3.88629 0.71880 -0.19866  -0.442
H 4.69411 1.49609 -1.52187  0.054
H 2.98287 2.68078 -0.02173  0.040
C 1.42412 -2.28616 2.75887  -0.028
C 1.27392 -3.78575 2.94078  -0.663
O 2.53547 -4.47174 2.89422  -0.522
H 2.10858 -1.76157 3.42542  0.334
H 0.45547 -1.92868 3.14937  0.122
H 1.53954 -1.98378 1.72248  -0.223
H 0.65706 -4.21873 2.15398  0.230
H 0.75859 -4.00807 3.87989  0.401
H 2.86205 -4.56191 3.79224  0.312
C -2.68338 -3.16170 3.55203  -0.448
C -4.03687 -3.83582 3.61413  -0.360
O -3.98590 -4.99054 2.77995  -0.562
H -2.41576 -2.86658 2.53552  -0.050
H -1.89799 -3.83772 3.89999  0.237
H -2.66866 -2.26762 4.16885  0.299
H -4.77272 -3.12312 3.22510  0.247
H -4.29234 -4.10553 4.64081  0.369
H -4.87630 -5.33175 2.65499  0.299
C -2.02384 4.65697 0.87479  -0.381
C -2.20125 4.17825 -0.56174  -0.522
O -1.44271 3.00535 -0.80731  -0.274
H -2.41886 3.94657 1.59438  -0.085
H -2.41371 5.66891 0.99632  0.472
H -0.94141 4.76561 1.01125  -0.085
H -1.94606 4.96588 -1.27473  0.503
H -3.26335 4.01125 -0.78529  0.277
H -1.83054 2.34986 -0.21187  -0.062
C -3.29271 2.67475 4.84245  -1.157
C -2.23287 1.65586 4.39409  -0.094
O -1.89406 1.79496 3.02651  0.321
H -4.29670 2.28055 4.64629  0.280
H -3.24272 3.57004 4.22268  0.247
H -3.22491 2.84609 5.91418  0.373
H -2.62067 0.65840 4.58394  0.113
H -1.32585 1.82395 4.98291  0.382
H -1.04120 2.25803 2.94795  -0.221

DFT total energy (hartree): -2170.458813
E_HOMO (eV): -9.26
LUMO level (Ha): 0.00796
ΔE to the lowest compared entry with this formula, charge and spin (kJ/mol): 56.1

=====

# 2
This record from OMol25 describes a molecular structure, C28H85AsF6N7O11 at a distorted geometry. The level of theory is the ωB97M-V functional and the def2-TZVPD basis.

Each line ends with the Mulliken charge.
Element x y z (Å)
As -13.74171 11.53647 22.95636  2.126
F -15.26751 12.13124 23.74232  -0.534
F -13.92342 9.99576 23.88279  -0.535
F -12.21769 10.97191 22.24349  -0.510
F -13.63365 13.12608 22.15185  -0.517
F -12.82414 12.19889 24.38528  -0.537
F -14.73166 10.91053 21.63022  -0.506
O -19.19257 11.71704 27.21320  -0.641
H -18.78766 10.98874 26.74219  0.321
H -18.52190 12.00476 27.83260  0.307
O -18.11756 8.23892 25.61465  -0.628
H -17.61528 7.60002 26.12035  0.302
H -17.79503 8.14277 24.71856  0.327
O -19.57180 13.52702 23.88112  -0.654
H -19.59250 14.06040 23.08656  0.315
H -18.70114 13.12930 23.88057  0.328
O -17.36535 7.34293 21.92433  -0.614
H -16.87109 8.00418 21.43989  0.325
H -16.97926 6.50953 21.65487  0.301
C -10.67881 5.85541 20.05792  -1.419
C -10.96341 6.75539 18.89104  0.728
C -12.48315 7.07151 18.69127  -0.827
O -13.12985 5.88935 18.25147  -0.332
C -13.28479 5.95248 16.79744  -0.801
N -10.23020 7.97173 18.98422  -0.627
H -11.26734 4.95143 19.90122  0.352
H -11.02173 6.28612 20.99866  0.344
H -9.61372 5.65369 20.17178  0.387
H -10.73863 6.29420 17.92932  -0.005
H -12.58698 7.90976 18.00230  0.364
H -12.95900 7.29580 19.64592  0.398
H -12.39562 6.01843 16.17045  0.315
H -13.87849 6.80606 16.47028  0.317
H -13.88826 5.14613 16.38061  0.313
H -10.68744 8.68527 19.53367  0.246
H -9.37742 7.69124 19.44703  0.253
C -17.63314 15.78917 18.98601  -1.423
C -17.83871 16.80593 20.10297  0.379
C -17.62830 18.19709 19.60449  -0.682
O -16.24685 18.39170 19.24413  -0.226
C -16.07874 19.63172 18.55382  -0.857
N -19.14900 16.66396 20.68560  -0.651
H -16.64745 15.85848 18.52590  0.320
H -18.35645 16.04710 18.21244  0.349
H -17.70070 14.75426 19.32141  0.356
H -17.13642 16.58199 20.90593  0.338
H -17.92657 18.88119 20.39892  0.341
H -18.23654 18.39452 18.72178  0.318
H -16.27791 20.41010 19.29040  0.345
H -16.60823 19.87242 17.63198  0.323
H -15.02089 19.76283 18.32611  0.252
H -19.37089 17.48474 21.23075  0.248
H -19.78053 16.74630 19.90170  0.277
C -14.54688 12.48630 29.42504  -1.491
C -14.74788 13.86826 30.07435  0.470
C -14.00151 15.02551 29.36707  -0.707
O -14.20254 16.24523 30.04810  -0.329
C -13.47201 17.28531 29.36512  -0.728
N -16.23293 14.01775 30.09715  -0.695
H -14.98748 11.74574 30.09252  0.412
H -13.47859 12.27101 29.44728  0.397
H -14.86693 12.48804 28.38308  0.381
H -14.32153 13.83306 31.07689  0.200
H -14.40766 15.19971 28.37067  0.399
H -12.95407 14.72386 29.36828  0.352
H -12.42632 16.98161 29.41426  0.308
H -13.52184 18.26006 29.85039  0.275
H -13.78119 17.43899 28.33125  0.296
H -16.45438 14.74086 30.76662  0.222
H -16.65679 13.20945 30.52972  0.243
C -15.46711 3.81649 26.42771  -1.380
C -14.10809 4.49757 26.53394  0.583
C -13.33090 4.49762 25.17797  -0.803
O -13.36034 3.23717 24.57044  -0.383
C -12.44549 2.33775 25.13765  -0.760
N -14.25203 5.83056 27.00408  -0.781
H -15.43397 2.73372 26.30679  0.314
H -16.12023 4.20558 25.64660  0.273
H -15.95790 4.03273 27.37664  0.394
H -13.48367 4.06638 27.31643  0.304
H -12.29205 4.82721 25.19417  0.415
H -13.87676 5.18282 24.52941  0.414
H -11.41163 2.55774 24.87148  0.322
H -12.63126 1.39049 24.63142  0.262
H -12.48631 2.20166 26.21836  0.297
H -14.27118 6.37780 26.15541  0.249
H -13.32253 6.14219 27.24698  0.283
C -6.69665 13.05042 22.64561  -1.451
C -5.18779 13.57852 22.76430  0.494
C -4.34464 12.66756 23.65610  -0.752
O -3.22160 13.38544 24.13171  -0.332
C -2.56071 12.72368 25.23379  -0.797
N -4.65130 13.72737 21.46942  -0.646
H -7.32342 13.70546 22.04050  0.402
H -7.14720 12.98454 23.63594  0.359
H -6.74547 12.09946 22.11514  0.325
H -5.33356 14.55295 23.23049  0.238
H -4.00988 11.71773 23.23915  0.328
H -4.95130 12.36598 24.50998  0.367
H -1.68982 13.34619 25.43905  0.285
H -2.24096 11.68252 25.19094  0.306
H -3.13351 12.77653 26.15964  0.323
H -5.31692 14.33753 21.01694  0.281
H -4.62071 12.84063 20.98686  0.270
C -10.41029 14.64048 15.12224  -1.437
C -10.45896 13.66439 16.24980  0.605
C -11.86733 13.35887 16.71212  -0.871
O -12.51725 12.59192 15.69874  -0.329
C -13.89586 12.20859 15.99353  -0.822
N -9.73137 12.45215 16.00310  -0.794
H -10.94310 15.56765 15.33338  0.347
H -10.78241 14.23314 14.18219  0.280
H -9.38515 14.88790 14.84662  0.408
H -9.98795 13.97945 17.18093  0.334
H -12.37205 14.29240 16.96086  0.357
H -11.90743 12.73768 17.60690  0.462
H -14.15331 12.18347 17.05239  0.316
H -14.17869 11.27560 15.50605  0.260
H -14.58434 13.03383 15.81173  0.319
H -10.13115 12.00037 15.19306  0.325
H -10.08792 11.77962 16.66694  0.236
C -10.79725 17.55524 23.59783  -1.220
C -11.58465 18.26335 22.52235  0.516
C -10.96053 18.30542 21.07898  -0.600
O -9.69461 19.00303 21.06932  -0.299
C -9.11460 19.15871 19.84134  -0.726
N -12.89163 17.69446 22.47731  -0.618
H -10.99012 17.84594 24.63049  0.293
H -9.72165 17.60822 23.42938  0.321
H -10.97380 16.48183 23.52909  0.307
H -11.71142 19.28103 22.89160  0.191
H -11.66181 18.80591 20.41128  0.306
H -10.85277 17.29298 20.68983  0.325
H -8.81349 18.20121 19.41632  0.287
H -8.26368 19.79474 20.08526  0.236
H -9.72776 19.63325 19.07521  0.296
H -12.85041 16.69356 22.34849  0.219
H -13.43213 18.06933 21.71088  0.172

Net charge: -1
DFT total energy (hartree): -5163.681280
E_HOMO (eV): -7.40
LUMO level (Ha): 0.07028
ΔE to the lowest compared entry with this formula, charge and spin (kJ/mol): 447.1

=====

# 3
This record from OMol25 describes 14 unconnected molecules or ions with the total composition C28H87N3O14 at a distorted geometry. The level of theory is the ωB97M-V functional and the def2-TZVPD basis.

Each line ends with the Mulliken charge.
Element x y z (Å)
C -1.05423 4.22893 0.88725  0.756
C -1.20015 5.05397 2.13653  -1.285
O -0.02028 5.81540 2.41536  -0.576
H -2.01688 3.97237 0.43725  -0.010
H -0.48745 3.30230 0.98233  -0.821
H -0.54928 4.76084 0.07447  0.738
H -1.52099 4.45117 2.98676  0.606
H -1.95496 5.82078 1.93511  0.397
H 0.18334 5.80729 3.35215  0.308
C 3.61126 0.20171 4.51188  -1.450
C 2.40067 -0.72762 4.42976  -0.025
O 1.37914 -0.11743 3.65257  -0.442
H 4.01095 0.44976 3.52457  0.262
H 4.45311 -0.26088 5.03217  0.438
H 3.40813 1.12220 5.05794  0.331
H 2.11343 -0.72023 5.49193  0.393
H 2.63068 -1.76050 4.17316  0.228
H 0.57881 -0.63795 3.78198  0.233
C 0.09847 -0.38952 0.07060  2.017
C 0.13765 0.64261 -1.05171  0.263
O -0.80330 0.36219 -2.08247  -0.404
H 0.46878 -1.36507 -0.24980  0.272
H -0.88241 -0.55179 0.52135  -0.402
H 0.77453 -0.04343 0.86220  -0.441
H 1.14286 0.69202 -1.46816  -0.212
H -0.09253 1.63226 -0.63756  -0.308
H -1.69028 0.66148 -1.84120  0.132
C 3.52726 3.40000 1.82362  -1.435
C 2.18375 2.79610 1.41306  0.493
O 2.30997 1.36488 1.39858  -0.243
H 3.48892 4.47662 1.99367  0.402
H 4.27777 3.20680 1.05183  0.299
H 3.94480 2.86897 2.67974  0.222
H 1.92935 3.17448 0.42290  0.439
H 1.40573 3.06090 2.12985  0.255
H 2.11881 1.06013 2.29824  -0.419
C -1.01980 -5.92680 -1.46827  -1.241
C 0.24604 -5.10439 -1.23585  1.032
O 0.75624 -4.78253 -2.53564  -0.608
H -1.47760 -6.35795 -0.57083  0.315
H -0.95008 -6.72003 -2.21407  0.356
H -1.76771 -5.27217 -1.93582  0.154
H 1.01188 -5.70963 -0.74605  0.345
H 0.02880 -4.23132 -0.62002  -0.599
H 0.60164 -3.82386 -2.64474  0.481
C -2.13138 4.12745 -3.06828  -1.069
C -3.10992 3.58565 -2.05578  -0.120
O -2.83346 2.24157 -1.70436  -0.408
H -2.18624 3.58027 -4.01108  0.279
H -1.10674 4.04870 -2.69990  0.119
H -2.37448 5.17374 -3.25497  0.436
H -4.13711 3.71617 -2.42131  0.274
H -3.05236 4.19863 -1.14368  0.304
H -3.33388 2.07761 -0.87403  0.047
C -2.91513 -2.11730 -1.53595  0.585
C -4.22800 -2.84576 -1.38846  -0.765
O -4.39440 -3.23603 -0.03219  -0.438
H -2.61110 -2.04817 -2.58268  0.446
H -2.10275 -2.67935 -1.06965  -0.500
H -2.92936 -1.12266 -1.09359  -0.289
H -4.23918 -3.70683 -2.06761  0.430
H -5.04977 -2.21326 -1.75218  0.318
H -5.00104 -3.98104 0.01203  0.264
C 3.22486 -2.87413 0.00271  -1.522
C 2.68189 -2.96258 1.44084  1.290
O 2.02141 -4.22860 1.56832  -0.618
H 3.77115 -1.94605 -0.15833  0.332
H 2.46679 -3.02119 -0.76121  0.165
H 3.94261 -3.69597 0.00480  0.493
H 1.97963 -2.18548 1.75714  -0.522
H 3.57159 -2.94354 2.08100  0.384
H 1.68490 -4.29867 2.46711  0.804
O 3.66045 1.19104 -1.05026  -0.729
H 3.67754 2.11577 -1.32089  0.307
H 2.95124 1.13287 -0.37902  0.240
O 0.42597 -2.01309 -2.93908  -0.650
H -0.16070 -1.30647 -2.60682  -0.016
H 1.31596 -1.59756 -2.87317  0.450
O 2.94613 -0.84934 -2.90390  -0.720
H 3.29674 -0.13609 -2.33895  0.400
H 2.34003 -0.38174 -3.52459  0.435
C 0.20874 1.78731 -6.65657  -1.339
C 1.40586 1.61752 -5.70494  -0.034
C 1.59500 2.86233 -4.86505  0.246
O 2.10339 3.94245 -5.61329  -0.429
C 2.50039 5.03878 -4.78649  -0.619
N 1.16677 0.49337 -4.78518  -0.313
H 0.34373 2.70013 -7.24420  0.381
H -0.71417 1.87473 -6.08471  0.253
H 0.20217 0.95724 -7.36322  0.376
H 2.30128 1.56110 -6.32694  0.477
H 2.26239 2.65732 -4.01315  0.253
H 0.65306 3.17848 -4.38085  -0.283
H 3.48653 4.86011 -4.35769  0.246
H 1.73826 5.11468 -4.00352  0.231
H 2.45572 5.91186 -5.42943  0.277
H 0.24077 0.58103 -4.37036  -0.072
H 1.08954 -0.32937 -5.38133  0.255
C -3.43085 -0.07596 1.69110  -1.562
C -3.69237 1.41653 1.75083  -0.170
C -2.35244 2.16652 1.73417  0.697
O -1.52691 1.69950 2.76942  -0.446
C -0.26057 2.29734 2.70782  -1.106
N -4.50257 1.90286 0.61594  -0.586
H -2.97221 -0.42913 2.61558  0.507
H -2.70384 -0.41672 0.94862  -0.140
H -4.34407 -0.64696 1.50580  0.536
H -4.22313 1.66755 2.67221  0.431
H -2.55962 3.23117 1.93636  0.670
H -1.91839 2.13909 0.72707  -0.570
H -0.29695 3.38432 2.82262  0.274
H 0.28186 2.06576 1.78133  -0.326
H 0.35767 1.86300 3.49409  0.768
H -4.92500 2.77566 0.92130  0.298
H -5.28881 1.29417 0.41481  0.261
C -0.11402 -3.12252 1.41607  0.977
C -0.87798 -3.79137 2.54926  0.248
C -0.00267 -3.95722 3.79949  -1.117
O 0.84181 -5.06663 3.61705  -0.319
C 0.97780 -5.87426 4.76947  -0.944
N -1.99763 -2.90542 2.90912  -0.459
H -0.70628 -3.20268 0.50288  -1.031
H 0.82308 -3.65001 1.22728  0.179
H 0.08007 -2.07654 1.65243  -0.588
H -1.24130 -4.78269 2.26536  0.129
H -0.64629 -4.10002 4.68074  0.635
H 0.48702 -3.00214 4.03647  -0.094
H 0.02475 -6.35761 4.99762  0.293
H 1.28644 -5.27635 5.63764  0.370
H 1.80498 -6.56009 4.59948  0.284
H -2.63608 -3.36051 3.55751  0.290
H -2.58175 -2.73938 2.09129  0.031

DFT total energy (hartree): -2336.372712
E_HOMO (eV): -8.64
LUMO level (Ha): 0.01254
ΔE to the lowest compared entry with this formula, charge and spin (kJ/mol): 449.4

=====

Q: What is the LUMO level in the first record?
A: 0.00796 Ha